# C36H54IN3O2RuSSi2Te

A structure of composition C36H54IN3O2RuSSi2Te (ωB97M-V/def2-TZVPD, the OMol25 dataset).

Cartesian coordinates (Å):
H  -0.0403  5.5398  -0.2139
S  1.2918  -1.3469  -0.5055
C  -4.4402  0.7573  -0.1928
H  4.7740  1.0014  1.5233
H  -5.3071  0.1446  -0.4467
H  0.5952  2.9942  8.6706
H  0.2818  5.4680  2.0621
H  2.7672  3.2407  3.7252
H  -1.7142  0.1184  4.3544
H  2.3054  3.1841  8.2716
Te  0.7582  -1.4031  3.3360
C  -5.2400  -3.5594  -1.8686
H  -4.5390  1.7450  -0.6543
C  3.7696  -2.4079  0.1121
H  2.4272  1.7908  2.7718
Si  3.2921  -4.2228  -0.1281
C  -3.1503  0.8269  1.8058
O  -1.5233  -0.8862  0.0143
C  -3.0688  -2.5896  -0.4460
H  3.5289  -1.3337  4.6107
C  0.1325  3.1392  3.5090
C  3.5570  -0.2596  4.7934
H  -1.7198  4.6906  1.5246
H  2.8153  2.1138  -0.2164
C  1.4808  -4.6328  -0.3192
H  -2.8704  4.3500  0.2345
H  3.7670  -6.1778  1.3510
H  0.3141  4.5550  -1.6287
H  -0.7899  1.4959  7.3852
C  -3.3611  -2.0934  -1.7103
N  -4.3470  0.8763  1.2563
H  1.7294  2.6129  -1.4937
C  2.4616  2.8794  2.7362
C  2.9077  -1.2904  0.1553
C  1.5160  2.4521  8.4504
H  -0.7416  2.3015  -1.9395
H  1.1126  -4.3867  -1.3140
H  2.4239  3.8329  -0.4173
Ru  0.2437  0.0959  1.2123
C  1.0258  -0.1561  5.0459
H  3.4377  1.3543  6.8906
H  5.3244  -4.7164  -1.5027
C  -0.0969  0.2974  5.7583
C  3.9107  -5.0993  1.4207
H  0.0585  2.0651  3.6915
C  5.0923  -2.1716  0.4711
I  -6.8927  -4.2752  -2.9318
C  -1.8907  -2.0562  0.3572
H  -1.7849  1.5990  -0.7186
H  1.6322  5.3827  3.1866
H  3.6752  0.2110  3.8258
H  6.5401  -0.7318  1.1899
H  1.9253  5.2657  1.4523
H  0.4873  3.6029  4.4361
H  -0.8779  3.5027  3.3165
H  5.8132  -2.9814  0.4227
H  -6.3570  1.1118  1.7317
N  3.2777  -0.1262  0.7055
H  1.7900  1.8892  9.3463
H  3.9290  -4.3756  -2.5229
C  -4.9592  -4.0787  -0.6138
H  1.3603  -5.7078  -0.1560
H  -1.6123  -1.1973  5.4977
C  -3.8639  -3.5958  0.0843
C  4.2518  -4.8790  -1.6109
C  -1.4902  -0.1182  5.3915
C  2.0249  2.8152  -0.4634
C  -5.4017  1.5899  1.9534
H  0.8525  -4.0992  0.3906
H  -4.6598  -2.1915  -3.4195
C  2.4419  1.0623  6.5725
O  -1.4129  -2.7767  1.2280
H  3.2317  3.1677  2.0186
H  -2.2179  0.3789  6.0368
H  -5.5811  -4.8553  -0.1917
C  1.2368  4.9745  2.2490
H  -3.6025  -3.9916  1.0576
H  4.0848  -5.9496  -1.7399
H  4.9682  -4.9088  1.6044
H  4.4360  -0.0291  5.3971
Si  0.5589  2.5926  0.7229
C  -2.0383  3.9289  0.8121
H  -2.7165  -1.3320  -2.1298
C  -0.4466  4.7805  -0.8826
H  -1.3004  5.2265  -1.4069
H  -5.4459  2.6396  1.6418
N  -2.0829  0.7881  2.2467
C  1.0963  3.4566  2.3649
C  -0.9108  3.5262  -0.1359
C  2.3113  0.2150  5.4772
C  -1.4791  2.5455  -1.1732
C  -4.4413  -2.5771  -2.4331
H  -2.3490  2.9853  -1.6779
C  5.5099  -0.9295  0.9264
C  0.0848  1.1406  6.8495
C  4.5379  0.0412  1.0779
H  -2.4157  3.0816  1.3889
H  -3.5382  0.2664  -0.5580
H  3.3561  -4.7374  2.2878
H  -5.2252  1.5424  3.0258
C  1.3410  1.5433  7.2643

Cartesian forces (eV/Å) of the 3 atoms listed first:
H 0.0 0.0 0.1
S 0.1 0.1 0.1
C 0.0 0.0 -0.1

Values from the calculation:
E_LUMO (spin up / spin down) = 1.97 / 1.97 eV
⟨S²⟩ = 8.77
Net charge = -1
Electronic energy = -91342.78518 eV
2S+1 = 6
HOMO-LUMO gap (spin up / spin down) = 5.91 / 6.49 eV